[1]
This record from OMol25 describes 6 unconnected molecules or ions with the total composition C40H39F5O10Si in a non-equilibrium geometry. The level of theory is the ωB97M-V functional and the def2-TZVPD basis.

```
95
Properties=species:S:1:pos:R:3:lowdin_charge:R:1
C -3.29125 -0.82341 0.48098 -0.111
C -1.84411 -0.08633 0.25353 -0.390
C -1.43560 -0.23153 -1.34231 -0.121
C -1.73995 1.44027 0.83992 -0.242
C -2.42535 2.59761 -0.09551 -0.332
Si -4.11473 3.27603 0.58267 0.638
C -5.40860 2.99959 -0.86789 -0.333
C -6.91676 2.97838 -0.22372 -0.233
C -7.66290 1.57333 -0.72932 -0.075
C -7.75107 0.61266 0.62521 -0.161
F -6.35653 0.45282 1.18314 -0.030
F -8.64759 1.27969 1.62864 -0.013
C -8.40830 -0.87752 0.29342 -0.138
F -9.49074 -1.10564 1.32199 0.006
F -7.34560 -1.90208 0.44226 0.035
F -9.09608 -0.89272 -1.02592 0.022
H -3.85481 -0.81394 -0.55823 0.076
H -3.92579 -0.41272 1.37435 0.072
H -3.07850 -1.97407 0.71191 0.087
H -1.03897 -0.74104 0.84384 0.129
H -2.32928 0.15433 -2.02301 0.073
H -1.19782 -1.36037 -1.53708 0.083
H -0.47654 0.46434 -1.48671 0.082
H -2.11951 1.54826 1.96195 0.108
H -0.57616 1.69953 0.89040 0.080
H -1.67989 3.52966 -0.06924 0.083
H -2.54956 2.32211 -1.22560 0.069
H -3.94711 4.71694 0.87536 -0.057
H -4.54137 2.65450 1.82973 -0.043
H -5.21651 3.89202 -1.62608 0.090
H -5.12441 1.94340 -1.32047 0.056
H -7.52848 3.94359 -0.48368 0.116
H -6.78324 2.97076 0.95261 0.084
H -8.76218 1.90892 -1.03430 0.141
H -7.09038 1.04947 -1.61734 0.103
C 3.36731 1.26089 1.32900 0.033
C 4.47485 0.55430 1.57476 0.038
C 4.69802 -0.76316 0.94730 -0.350
O 5.71052 -1.41147 1.17323 0.051
C 3.65121 -1.26851 0.03702 0.009
C 2.54367 -0.56192 -0.20875 0.032
C 2.32050 0.75554 0.41871 -0.348
O 1.30800 1.40384 0.19278 0.072
H 3.18769 2.22848 1.78151 0.091
H 5.25228 0.91158 2.23943 0.124
H 3.83083 -2.23610 -0.41549 0.115
H 1.76624 -0.91921 -0.87341 0.120
C 8.60055 -5.45685 3.80189 0.019
C 7.69000 -4.92622 4.62387 0.019
C 6.73194 -3.90769 4.15065 -0.377
O 5.89950 -3.42002 4.90280 0.096
C 6.81797 -3.49970 2.73434 0.024
C 7.72852 -4.03034 1.91236 0.028
C 8.68658 -5.04886 2.38557 -0.387
O 9.51902 -5.53654 1.63343 0.094
H 9.31105 -6.20437 4.13304 0.121
H 7.61365 -5.21551 5.66516 0.121
H 6.10747 -2.75218 2.40319 0.077
H 7.80487 -3.74104 0.87107 0.117
C 7.75590 -2.57101 -3.20172 0.029
C 6.69249 -2.07319 -2.56323 0.031
C 5.36737 -2.01594 -3.21129 -0.364
O 4.39394 -1.55862 -2.62836 0.086
C 5.26262 -2.53131 -4.59086 0.025
C 6.32603 -3.02913 -5.22936 0.025
C 7.65115 -3.08638 -4.58129 -0.381
O 8.62458 -3.54370 -5.16423 0.106
H 8.73506 -2.61965 -2.74116 0.125
H 6.75288 -1.69197 -1.55088 0.114
H 4.28346 -2.48267 -5.05142 0.123
H 6.26564 -3.41035 -6.24170 0.124
C 1.04534 4.11630 5.69252 0.027
C 1.86124 4.18371 4.63608 0.028
C 2.88606 3.14950 4.39241 -0.367
O 3.63459 3.21145 3.42682 0.064
C 2.97318 2.03772 5.35996 0.029
C 2.15728 1.97031 6.41641 0.028
C 1.13246 3.00452 6.66007 -0.380
O 0.38393 2.94257 7.62567 0.107
H 0.28878 4.86685 5.88630 0.125
H 1.80940 4.99240 3.91694 0.124
H 3.72974 1.28717 5.16619 0.123
H 2.20912 1.16162 7.13554 0.126
C -6.81327 -0.16860 -4.71910 0.031
C -7.07828 -0.19806 -6.02876 0.029
C -6.37563 0.69320 -6.97276 -0.380
O -6.61898 0.66832 -8.17137 0.107
C -5.36821 1.61660 -6.41396 0.027
C -5.10320 1.64606 -5.10429 0.032
C -5.80585 0.75479 -4.16029 -0.356
O -5.56250 0.77968 -2.96168 0.039
H -7.32005 -0.81501 -4.01300 0.123
H -7.81387 -0.87016 -6.45421 0.126
H -4.86143 2.26301 -7.12006 0.125
H -4.36761 2.31816 -4.67885 0.125
```

Results
LUMO energy   -2.041 eV
HOMO-LUMO gap   7.311 eV
SMILES   CC(C)CC[SiH2]CCCC(F)(F)C(F)(F)F.O=C1C=CC(=O)C=C1.O=C1C=CC(=O)C=C1.O=C1C=CC(=O)C=C1.O=C1C=CC(=O)C=C1.O=C1C=CC(=O)C=C1
HOMO energy   -9.35 eV
Largest force on an atom   0.1024 Eh/bohr
Total energy   -84040.699 eV

[2]
This record from OMol25 describes 7 unconnected molecules or ions with the total composition C40H39N3O15P in a non-equilibrium geometry. The level of theory is the ωB97M-V functional and the def2-TZVPD basis.

```
98
Properties=species:S:1:pos:R:3:lowdin_charge:R:1
N -0.16117 0.68657 -1.71373 0.091
C -1.39521 0.15443 -2.24110 -0.647
N -1.51890 0.57325 -3.62941 0.084
N -2.52695 0.79744 -1.49638 0.053
C -1.53247 -1.38128 -2.06377 -0.083
C -0.37638 -2.38915 -2.09842 -0.386
O 0.65457 -2.24115 -1.18210 -0.346
P 2.22494 -2.01754 -2.00052 0.461
O 1.54882 -2.75924 -3.51515 -0.289
C 0.19540 -2.82830 -3.47425 -0.480
O -0.46671 -2.17903 -4.57966 -0.033
H 0.02607 1.55558 -2.19579 0.064
H -0.21928 0.87565 -0.72036 0.054
H -1.39015 -0.20117 -4.26931 0.047
H -2.40167 1.03521 -3.78884 0.055
H -3.40760 0.43871 -1.86349 0.058
H -2.45902 0.42702 -0.55426 0.028
H -2.04853 -1.56368 -1.11790 0.098
H -2.21249 -1.71536 -2.85093 0.107
H -0.90190 -3.30851 -1.78709 0.122
H 2.70085 -1.28784 -0.83271 -0.054
H 2.71299 -3.28447 -1.52181 -0.030
H 3.47553 -1.73510 -2.64354 -0.081
H 1.72907 -0.77425 -2.52728 -0.025
H -0.05389 -3.90040 -3.56462 0.129
H -0.71370 -2.87009 -5.19063 0.072
C 8.34180 -0.40434 -4.68721 0.009
C 7.70149 -1.31508 -3.95866 0.019
C 6.38869 -1.00262 -3.33026 -0.391
O 5.79760 -1.80375 -2.64749 0.086
C 5.81473 0.34488 -3.56440 0.036
C 6.45275 1.25206 -4.29804 0.013
C 7.76679 0.95121 -4.91083 -0.389
O 8.36296 1.77252 -5.57995 0.081
H 9.30196 -0.59679 -5.14978 0.114
H 8.09786 -2.30702 -3.77908 0.118
H 4.85255 0.53305 -3.10336 0.116
H 6.04848 2.23849 -4.47602 0.097
C 2.71063 5.48616 -1.61158 0.019
C 3.18169 4.26856 -1.86491 0.035
C 3.65236 3.89509 -3.22341 -0.357
O 4.07917 2.78575 -3.45064 0.104
C 3.57488 4.92795 -4.28879 0.028
C 3.10449 6.14465 -4.03269 0.016
C 2.63670 6.52053 -2.67328 -0.389
O 2.21152 7.63314 -2.44320 0.094
H 2.35926 5.78245 -0.63160 0.121
H 3.24284 3.49360 -1.11103 0.129
H 3.92085 4.62916 -5.27023 0.123
H 3.03768 6.91545 -4.78988 0.119
C -1.19625 -1.01047 2.52493 0.045
C -1.81645 -1.89909 3.29717 0.022
C -3.12711 -1.59107 3.91353 -0.376
O -3.70116 -2.39528 4.62680 0.064
C -3.73463 -0.26688 3.63876 0.017
C -3.12096 0.62842 2.87132 0.030
C -1.80154 0.32336 2.25783 -0.373
O -1.23326 1.12566 1.55234 0.106
H -0.24108 -1.20601 2.05078 0.134
H -1.40167 -2.87663 3.50817 0.123
H -4.69384 -0.07425 4.09830 0.094
H -3.54009 1.60100 2.65861 0.105
C 8.38942 -0.31027 0.27298 0.017
C 7.07374 -0.51087 0.21698 0.043
C 6.18368 -0.03850 1.31439 -0.376
O 4.98861 -0.20519 1.29245 0.126
C 6.83079 0.66111 2.46205 0.018
C 8.14473 0.85628 2.50857 0.007
C 9.02871 0.38497 1.41398 -0.396
O 10.22915 0.56509 1.45829 0.086
H 9.05777 -0.64441 -0.51137 0.117
H 6.61332 -1.02528 -0.61737 0.101
H 6.16406 0.99569 3.24694 0.118
H 8.63287 1.36110 3.33292 0.116
C -5.50606 -4.58266 3.22108 0.027
C -6.42552 -3.74159 3.68674 0.020
C -7.87064 -3.96624 3.44094 -0.387
O -8.71173 -3.20008 3.86391 0.094
C -8.25700 -5.16658 2.65463 0.013
C -7.33980 -6.00864 2.18908 0.017
C -5.88994 -5.78437 2.43725 -0.381
O -5.05976 -6.55878 2.01540 0.111
H -4.44867 -4.43200 3.39343 0.110
H -6.16166 -2.86433 4.26272 0.106
H -9.31755 -5.30784 2.48856 0.118
H -7.59446 -6.88982 1.61393 0.119
C -7.47632 3.41057 3.79103 0.026
C -8.66813 3.58471 4.35406 0.021
C -9.05929 2.83805 5.57763 -0.385
O -10.14493 2.99708 6.09102 0.106
C -8.06809 1.88926 6.14873 0.025
C -6.87600 1.71553 5.58622 0.025
C -6.48683 2.46343 4.36366 -0.363
O -5.39974 2.30679 3.84935 0.095
H -7.16742 3.94083 2.89925 0.124
H -9.40643 4.26927 3.95661 0.121
H -8.37596 1.35637 7.03911 0.123
H -6.13882 1.03016 5.98569 0.121
```

Results
LUMO energy   -0.580 eV
HOMO-LUMO gap   3.009 eV
Charge   -1
HOMO energy   -3.59 eV
Largest force on an atom   0.0446 Eh/bohr
Total energy   -86576.070 eV